Entry 1:
Entry from the OMol25 dataset: a structure of composition C29H50ClGeN2O10P2PtSi3 at a distorted geometry (ωB97M-V/def2-TZVPD).

Last column: Löwdin charge in e.
CARTESIAN COORDINATES (ANGSTROEM)
Pt  -0.905942  -0.008772  0.483987  1.146
C  -0.417471  -5.329241  -0.773756  -0.041
C  0.246489  -4.410583  0.248643  -0.590
O  0.896295  -5.118171  1.287087  -0.046
P  1.430791  -3.245528  -0.541796  0.480
O  0.826965  -2.817486  -1.934806  -0.082
O  2.653400  -4.151199  -0.968463  -0.064
O  1.801650  -2.161647  0.401675  -0.350
P  -0.976791  -3.310839  1.054013  0.406
O  -2.188221  -4.207473  1.512459  -0.057
O  -1.432043  -2.292927  0.052453  -0.360
O  -0.295166  -2.732268  2.328105  -0.491
H  0.336845  -5.823584  -1.387773  0.096
H  -1.086082  -4.775100  -1.432043  0.091
H  -0.995618  -6.089826  -0.250991  0.098
H  1.539986  -5.729129  0.901001  0.120
H  0.002392  -2.308210  -1.846811  0.059
H  2.841305  -4.181924  -1.914679  0.113
H  -1.988676  -4.857337  2.199402  0.114
Cl  -5.118943  5.104841  4.020659  0.710
C  -3.830470  4.145615  3.380784  -0.667
C  -2.627022  4.060838  4.081442  -0.082
C  -1.586924  3.333978  3.515901  -0.048
C  -1.732841  2.672713  2.311227  -0.307
O  -0.616188  2.091427  1.704547  -0.296
C  -2.981863  2.657976  1.645604  -0.183
C  -3.296106  1.911746  0.503359  -0.167
O  -2.642532  0.905951  -0.054649  -0.231
C  -4.007183  3.474018  2.197568  -0.047
H  -2.502796  4.570579  5.024893  0.112
H  -0.628634  3.316176  4.012085  0.091
H  -4.238499  2.120568  0.002461  0.132
H  -4.955017  3.542808  1.680647  0.120
C  -1.602319  0.047374  -6.049825  0.037
N  -1.605870  -0.236353  -4.624750  -0.033
N  -0.683363  0.286464  -3.755729  0.073
C  -1.016624  -0.083569  -2.490492  -0.395
O  -0.254605  0.271165  -1.511676  -0.179
C  -2.178763  -0.868134  -2.578548  0.046
C  -2.513171  -0.925916  -3.918085  -0.226
C  -3.675028  -1.583393  -4.573336  0.013
C  0.488793  0.989684  -4.172275  -0.202
C  0.683348  2.285126  -3.720853  -0.009
C  1.810084  2.979396  -4.132397  -0.052
C  2.722119  2.381750  -4.991501  -0.055
C  2.519026  1.080291  -5.430754  -0.053
C  1.400292  0.374500  -5.017424  -0.016
H  -1.012165  0.939068  -6.239403  0.103
H  -2.624419  0.229547  -6.372783  0.102
H  -1.186694  -0.785656  -6.615731  0.107
H  -2.724706  -1.292664  -1.756050  0.105
H  -4.292235  -2.068044  -3.822533  0.094
H  -3.349634  -2.330621  -5.297385  0.100
H  -4.289847  -0.853190  -5.100758  0.097
H  -0.041986  2.738576  -3.058574  0.125
H  1.964262  3.996040  -3.798090  0.115
H  3.588977  2.934497  -5.325465  0.115
H  3.234252  0.614550  -6.094166  0.115
H  1.237415  -0.643586  -5.348475  0.122
C  -0.642461  0.522234  5.601266  -0.178
Si  -1.327316  -0.800435  4.500923  0.585
C  -2.780492  -0.283630  3.460488  -0.167
C  -1.474964  -2.471549  5.276482  -0.178
Ge  0.405773  -0.930897  2.396031  0.890
Si  0.725981  3.093722  1.280950  0.446
C  0.075180  4.709923  0.656527  -0.125
C  1.631742  2.134331  -0.023486  -0.149
C  1.782333  3.270128  2.808031  -0.140
Si  2.837302  -1.679129  3.196266  0.543
C  3.150591  -3.480633  2.975010  -0.169
C  2.575406  -1.227850  4.984183  -0.209
C  3.962896  -0.584463  2.220916  -0.186
H  -1.446290  0.858456  6.264204  0.061
H  -0.301688  1.386143  5.030833  0.015
H  0.175468  0.158067  6.221997  0.033
H  -3.681650  -0.801761  3.798739  0.064
H  -2.661732  -0.537839  2.400926  0.003
H  -2.937965  0.793474  3.529242  0.035
H  -2.015054  -2.372614  6.221902  0.058
H  -0.504332  -2.920995  5.488280  0.038
H  -2.031160  -3.146687  4.627561  0.033
H  -0.746552  4.550202  -0.045212  0.047
H  0.863584  5.255557  0.134529  0.048
H  -0.294729  5.345505  1.460964  0.048
H  0.977676  1.861069  -0.852534  -0.002
H  2.082734  1.212479  0.352793  0.020
H  2.440213  2.749414  -0.425474  0.055
H  1.345485  3.941182  3.545484  0.034
H  2.762899  3.678397  2.555223  0.050
H  1.931926  2.299726  3.286164  0.021
H  2.235626  -4.071263  2.993763  0.025
H  3.790243  -3.804076  3.800355  0.056
H  3.660282  -3.670697  2.031022  0.045
H  1.628604  -1.617644  5.359662  0.008
H  2.591905  -0.148267  5.139459  0.041
H  3.375400  -1.670335  5.583759  0.054
H  3.814657  -0.749188  1.154493  0.029
H  4.994029  -0.853666  2.469300  0.057
H  3.825118  0.472214  2.438902  0.029

Cartesian forces, eV/Å:
-0.0618 0.3448 -0.3133
-0.0418 0.0295 0.0286
-0.0764 0.2258 -0.2188
0.0886 -0.1088 0.0277
0.2026 0.1519 0.4365
-0.1052 0.0564 -0.0712
-0.0704 -0.0161 0.0348
-0.1785 0.0175 -0.1488
0.3247 -0.0433 0.3102
-0.0515 0.0589 -0.0047
0.0034 0.0951 -0.0841
-0.2439 0.2603 -0.3018
0.0048 -0.0260 0.0092
0.0068 -0.0143 -0.0199
-0.0041 -0.0010 -0.0015
-0.0662 -0.0293 0.0146
-0.0032 0.0746 -0.0285
0.0544 -0.0385 -0.0567
0.0034 -0.0571 0.0402
0.0170 -0.0195 -0.0004
0.0184 0.0009 0.0075
-0.0326 -0.0438 -0.0407
0.0502 0.0077 -0.0577
0.0270 0.2290 0.0522
0.0081 -0.0844 -0.0496
0.0462 0.0628 -0.0305
-0.1423 0.1115 -0.0564
-0.1037 -0.3145 0.0193
-0.0307 -0.0510 0.0458
0.0094 0.0290 0.0026
0.0546 -0.0003 0.0326
0.0193 -0.0364 -0.0252
-0.0196 -0.0280 0.0149
-0.0080 0.0254 -0.0940
-0.0880 -0.0675 0.0172
0.0918 0.0049 0.1047
0.0263 -0.0911 -0.1002
0.0085 -0.2806 0.0878
0.0244 0.0415 0.0773
-0.0086 0.0359 -0.0819
0.0143 0.0242 -0.0067
-0.0079 0.0736 -0.0598
-0.0229 0.0101 -0.0068
0.0091 -0.0029 -0.0141
-0.0313 -0.0047 0.0125
0.0127 0.0306 0.0025
0.0280 -0.0536 0.0301
-0.0187 0.0056 0.0248
0.0008 -0.0035 0.0140
0.0231 0.0075 0.0173
-0.0127 -0.0060 -0.0052
-0.0043 -0.0204 0.0016
0.0033 -0.0150 -0.0045
-0.0187 0.0073 0.0071
-0.0359 0.0171 -0.0214
0.0137 0.0078 0.0138
0.0257 -0.0033 0.0041
-0.0031 -0.0096 -0.0181
-0.0078 -0.0090 0.0109
0.0844 -0.0458 -0.0163
-0.0623 0.3211 0.0829
0.0564 -0.0558 -0.0296
0.1789 -0.0919 -0.1890
0.0089 -1.1575 0.1395
0.2009 0.0646 0.0742
-0.0937 -0.0592 -0.0020
-0.0597 0.0211 0.0117
-0.0424 0.0704 -0.0541
0.0945 0.3202 0.1724
-0.2614 -0.0600 -0.1544
0.0670 0.0677 -0.0511
-0.1273 0.0646 -0.0291
-0.0233 0.0189 -0.0002
-0.0173 -0.0152 0.0220
-0.0054 0.0020 0.0133
0.0154 -0.0373 0.0560
-0.0823 -0.0218 -0.0111
0.0059 -0.0552 0.0231
-0.0061 0.0434 0.0190
-0.0098 -0.0160 0.0548
-0.0162 -0.0063 0.0126
0.0018 0.0119 -0.0331
0.0222 0.0054 0.0023
-0.0146 0.0062 0.0238
0.1303 0.0940 0.0255
0.0211 -0.0231 0.0338
0.0423 0.0299 0.0318
-0.0098 0.0531 0.0269
0.0355 -0.0516 -0.0418
0.0677 -0.0853 0.0357
0.0066 -0.0255 0.0461
0.0109 0.0169 0.0248
-0.0091 0.0180 -0.0088
0.0384 -0.0658 0.0421
-0.0259 0.0149 -0.0045
0.0193 0.0115 0.0151
0.0215 -0.0420 -0.0180
0.0116 -0.0037 0.0235
0.0041 0.0960 0.0501

Calculated values
- Net charge: +2
- Spin multiplicity: 6
- E: -6204.2762 Eh

=====

Entry 2:
Entry from the OMol25 dataset: a structure of composition C29H50CuN5P3Si (ωB97M-V/def2-TZVPD).

Last column: Löwdin charge in e.
CARTESIAN COORDINATES (ANGSTROEM)
Cu  -0.714482  0.635412  0.666071  -0.083
C  -2.213698  -1.894456  -1.230039  -0.213
P  -0.826905  -0.703127  -1.280915  1.073
C  0.668364  -1.800908  -0.691144  -0.510
N  0.875419  -2.905003  -1.541848  0.147
C  2.032400  -2.975733  -2.194346  -0.249
C  2.229020  -4.026238  -3.134943  0.007
C  3.406922  -4.117142  -3.826419  -0.047
C  4.437995  -3.185681  -3.605734  -0.028
C  4.281920  -2.164957  -2.679606  0.002
C  3.098558  -2.044802  -1.974006  -0.197
N  2.974643  -1.023305  -1.027311  0.147
C  1.863515  -0.884670  -0.424234  -0.349
P  1.641691  0.472140  0.831355  1.025
C  2.384479  -0.235298  2.346433  -0.205
C  2.815629  1.860180  0.392325  -0.705
C  2.584131  2.279698  -1.059189  -0.094
C  2.403108  3.014307  1.317857  -0.106
C  4.282904  1.505048  0.622909  -0.079
C  -0.732134  -0.284664  -3.092848  -0.698
C  0.635122  0.312207  -3.425834  -0.069
C  -1.809259  0.790835  -3.305452  -0.099
C  -1.004016  -1.489917  -3.995120  -0.072
H  -1.912393  -2.846043  -1.668186  0.055
H  -3.042323  -1.485696  -1.808809  0.049
H  -2.537104  -2.051408  -0.206248  0.036
H  1.424934  -4.734265  -3.286969  0.122
H  3.552094  -4.911328  -4.545957  0.117
H  5.363120  -3.273762  -4.158542  0.118
H  5.075732  -1.454576  -2.488928  0.123
H  3.290913  -0.789565  2.106394  0.060
H  1.664904  -0.887403  2.834965  0.028
H  2.644067  0.572733  3.030197  0.048
H  1.524935  2.470529  -1.253291  0.062
H  2.945907  1.516754  -1.745882  0.071
H  3.134909  3.201923  -1.256292  0.098
H  1.373544  3.324704  1.121164  0.052
H  3.053451  3.870796  1.127347  0.098
H  2.499054  2.753451  2.373755  0.076
H  4.581508  0.649340  0.021824  0.070
H  4.488585  1.290469  1.671708  0.078
H  4.896419  2.362249  0.335883  0.097
H  0.834853  1.203861  -2.834491  0.055
H  0.646850  0.600290  -4.479295  0.103
H  1.443312  -0.403195  -3.275947  0.072
H  -1.618035  1.670488  -2.686090  0.065
H  -2.814000  0.419757  -3.092498  0.075
H  -1.794475  1.107391  -4.350741  0.099
H  -0.281161  -2.287175  -3.824998  0.071
H  -0.911931  -1.167942  -5.035097  0.099
H  -2.006999  -1.894158  -3.869657  0.078
C  1.988075  -4.407954  1.237452  -0.145
Si  0.199469  -3.970404  1.454056  0.522
C  -0.292801  -3.859871  3.232536  -0.171
C  -0.952663  -5.032483  0.479545  -0.162
C  0.077914  -2.184555  0.692803  -0.379
C  -0.520025  -1.265907  1.346129  -0.035
H  2.246894  -5.260525  1.870066  0.050
H  2.642115  -3.579370  1.517547  0.036
H  2.196216  -4.680104  0.201182  0.033
H  -0.294884  -4.870724  3.648816  0.048
H  -1.294517  -3.446541  3.361380  0.038
H  0.409734  -3.262534  3.816436  0.038
H  -0.835511  -6.069975  0.805994  0.049
H  -0.721981  -4.983376  -0.584928  0.026
H  -1.995211  -4.749353  0.634117  0.041
C  -3.809732  3.586171  3.727026  -0.097
N  -4.487263  2.909527  2.523417  -0.066
C  -4.704501  3.978626  1.438452  -0.097
N  -3.479149  4.612596  1.103584  -0.141
C  -2.874519  5.221022  2.289187  -0.135
N  -2.607924  4.227447  3.328518  -0.142
C  -1.543014  3.294452  2.962557  -0.271
P  -1.973379  2.320016  1.442136  0.973
C  -3.659517  1.774162  2.006675  -0.228
C  -2.546850  3.738673  0.390318  -0.274
H  -3.627132  2.812647  4.471774  0.150
H  -4.526870  4.310490  4.112626  0.152
H  -5.398890  2.554438  2.818524  0.188
H  -5.410470  4.695753  1.856579  0.152
H  -5.148539  3.479133  0.578434  0.149
H  -3.554300  5.974647  2.687662  0.146
H  -1.943958  5.710361  2.008990  0.145
H  -1.345449  2.608625  3.788732  0.108
H  -0.620671  3.847149  2.779114  0.098
H  -3.546418  1.032040  2.798020  0.111
H  -4.183030  1.308520  1.170977  0.109
H  -3.015776  3.342619  -0.512582  0.101
H  -1.681467  4.322418  0.072868  0.106

Cartesian forces, eV/Å:
0.1926 -0.0120 0.2188
0.0724 0.0189 -0.0414
-0.0297 -0.4121 0.0147
-0.2062 0.5784 -0.0057
-0.0123 -0.0903 -0.0719
0.0007 0.0948 0.0734
0.0433 0.0283 0.0093
0.0610 0.0375 0.0060
-0.0457 -0.0605 -0.0259
0.0271 0.0130 0.0064
-0.0502 -0.0613 -0.0699
0.0970 -0.0132 0.0083
-0.0592 -0.1304 0.0387
0.2382 0.0251 -0.1632
-0.1143 -0.0067 -0.0305
-0.3078 -0.0681 0.0061
0.0860 -0.0302 0.1090
0.0938 0.0047 -0.0585
-0.0064 0.0062 0.0062
0.0124 0.1320 0.1073
-0.0709 -0.0281 -0.0039
0.0152 -0.0424 -0.0600
0.0525 0.0105 -0.0226
-0.0077 0.0038 0.0000
0.0063 -0.0034 -0.0095
-0.0139 -0.0054 0.0034
-0.0227 0.0178 0.0214
0.0008 0.0012 -0.0006
0.0027 0.0068 0.0070
-0.0046 -0.0013 -0.0020
-0.0085 -0.0156 -0.0156
0.0259 -0.0454 0.0043
-0.0252 0.0150 -0.0136
0.0049 0.0328 -0.0068
-0.0397 0.0014 -0.0545
-0.0189 0.0039 -0.0142
-0.0290 0.0136 0.0056
-0.0025 -0.0054 0.0327
-0.0107 0.0308 0.0073
0.0205 -0.0068 -0.0079
0.0279 0.0204 -0.0161
0.0162 -0.0150 0.0058
0.0442 0.0060 0.0147
0.0053 0.0179 0.0138
0.0339 -0.0156 0.0075
-0.0052 0.0207 -0.0036
0.0023 0.0054 0.0108
-0.0039 -0.0040 0.0097
-0.0253 -0.0304 -0.0102
0.0084 -0.0034 0.0062
-0.0018 -0.0005 0.0188
0.0927 -0.0849 -0.0366
0.1066 0.2293 -0.1593
-0.0152 -0.0016 0.1585
-0.0542 -0.1555 -0.0765
-0.1081 -0.2052 0.1641
-0.0642 0.2130 -0.0641
0.0037 -0.0015 -0.0260
0.0135 -0.0034 0.0131
0.0437 0.0027 0.0339
-0.0100 0.0304 0.0519
0.0038 -0.0077 -0.0016
-0.0169 -0.0025 0.0085
-0.0446 0.0056 -0.0266
-0.0140 -0.0040 -0.0017
0.0004 -0.0064 -0.0066
0.0947 0.0564 0.0545
-0.0484 -0.0169 0.0139
0.0396 0.0728 -0.0773
-0.0096 -0.0073 0.0436
0.0103 -0.0106 -0.0007
-0.0402 0.0353 0.0248
0.0404 -0.1138 -0.1141
-0.1663 0.1626 -0.0144
0.1626 -0.1212 -0.0740
0.0652 -0.1064 0.0337
-0.0114 -0.0192 -0.0132
-0.0171 0.0014 -0.0213
0.0064 -0.0080 -0.0040
0.0006 -0.0038 0.0211
-0.0034 -0.0218 0.0089
-0.0143 -0.0037 -0.0048
0.0050 -0.0040 -0.0013
0.0000 0.0025 0.0081
0.0046 0.0228 0.0094
-0.0523 0.0006 0.0091
-0.0547 0.0071 0.0254
-0.0235 0.0306 -0.0135
0.0059 -0.0032 -0.0099

Calculated values
- Net charge: +2
- ΔE to the lowest compared entry with this formula, charge and spin: 1.423 eV
- Spin multiplicity: 2

=====

> Which value of net charge does entry 1 give?

+2

=====

> Number 2 is which compound?

C29H50CuN5P3Si